# 1
The following is a quantum chemistry calculation of a structure of composition C24H19N6NbO3S in a non-equilibrium geometry, from the Open Molecules 2025 dataset.

```
! wB97M-V def2-TZVPD RIJCOSX def2/J DEFGRID3
* xyz 2 1
Nb -0.63 2.62 -0.78
N -0.32 6.45 -0.88
C -0.58 5.15 -0.86
S -0.65 4.38 0.82
N -0.93 4.59 -2.00
N -1.85 3.43 -1.93
C -3.15 3.40 -2.12
C -3.85 2.30 -1.59
C -5.11 1.92 -2.11
C -5.76 0.83 -1.63
C -5.16 0.04 -0.64
C -3.97 0.42 -0.02
C -3.29 1.55 -0.52
O -2.31 2.15 0.21
H -0.04 6.97 -0.06
H -0.11 6.83 -1.80
H -3.67 4.14 -2.73
H -5.54 2.55 -2.88
H -6.74 0.57 -2.05
H -5.67 -0.89 -0.36
H -3.64 -0.13 0.87
C 0.25 -4.65 4.55
O 1.16 -3.50 4.46
C 2.08 -3.47 3.48
C 2.40 -4.54 2.62
C 3.13 -4.23 1.48
C 3.48 -2.91 1.24
C 3.42 -1.89 2.24
C 2.69 -2.21 3.34
N 3.66 -2.64 -0.09
N 4.05 -1.47 -0.40
C 3.33 -0.50 -1.00
C 4.02 0.72 -1.17
C 3.31 1.83 -1.47
C 1.89 1.73 -1.52
O 1.15 2.78 -1.63
C 1.23 0.50 -1.48
N -0.16 0.51 -1.45
C -0.82 -0.66 -1.49
C -0.17 -1.82 -1.57
C 1.23 -1.87 -1.51
C 1.96 -0.68 -1.38
H -0.57 -4.29 5.16
H 0.75 -5.48 5.02
H -0.09 -4.90 3.54
H 2.07 -5.56 2.77
H 3.36 -4.95 0.71
H 3.88 -0.92 2.02
H 2.40 -1.50 4.11
H 5.12 0.66 -1.06
H 3.74 2.80 -1.68
H -1.89 -0.64 -1.49
H -0.81 -2.70 -1.65
H 1.73 -2.82 -1.64
*
```

Calculated values
Gap between HOMO and LUMO (alpha / beta) = 4.352 / 4.368 eV
LUMO level (alpha / beta) = -7.64 / -7.63 eV
E_tot = -1934.7311 Eh

***

# 2
The following is a quantum chemistry calculation of a structure of composition C24H19N6O12Ru in a non-equilibrium geometry, from the Open Molecules 2025 dataset.

```
! wB97M-V def2-TZVPD RIJCOSX def2/J DEFGRID3
* xyz 0 2
Ru 0.30 -0.09 -0.01
O -1.26 3.67 0.57
C -0.44 2.93 0.07
O -0.68 1.73 -0.39
C 0.96 3.42 -0.18
C 1.17 4.75 -0.48
C 2.44 5.18 -0.82
C 3.47 4.28 -0.97
C 3.25 2.95 -0.69
C 2.00 2.48 -0.18
O 1.84 1.28 0.27
N 4.32 2.02 -1.04
O 5.30 2.48 -1.61
O 4.19 0.83 -0.83
N 2.69 6.60 -1.06
O 3.83 6.94 -1.31
O 1.74 7.36 -0.99
H 0.34 5.45 -0.44
H 4.43 4.61 -1.32
C -3.18 1.31 1.34
C -2.76 -0.11 1.31
N -1.55 -0.60 1.06
C -1.61 -1.96 1.21
C -2.87 -2.32 1.55
N -3.57 -1.14 1.61
C -3.57 -3.61 1.80
O -2.84 -4.70 1.79
O -4.76 -3.59 2.01
C -0.35 -2.73 1.06
O -0.35 -3.95 1.18
O 0.68 -1.99 0.84
H -2.76 1.84 0.50
H -2.80 1.79 2.24
H -4.26 1.39 1.33
H -4.56 -1.11 1.83
H -1.87 -4.51 1.57
C 4.58 0.32 -3.78
N 3.17 0.50 -3.48
N 2.43 -0.47 -2.85
C 1.18 0.03 -2.58
O 0.24 -0.67 -2.03
C 1.17 1.34 -3.09
C 2.41 1.59 -3.62
C 2.92 2.83 -4.28
C 3.00 -1.69 -2.36
C 3.49 -2.62 -3.27
C 4.07 -3.79 -2.79
C 4.14 -4.01 -1.42
C 3.64 -3.08 -0.53
C 3.07 -1.91 -1.00
H 5.04 -0.27 -2.99
H 5.06 1.29 -3.81
H 4.72 -0.19 -4.73
H 0.33 2.01 -3.03
H 2.17 3.61 -4.22
H 3.14 2.64 -5.33
H 3.84 3.19 -3.80
H 3.42 -2.44 -4.33
H 4.45 -4.52 -3.49
H 4.59 -4.93 -1.05
H 3.69 -3.26 0.54
H 2.74 -1.15 -0.31
*
```

Calculated values
Gap between HOMO and LUMO (alpha / beta) = 7.125 / 7.399 eV
LUMO level (alpha / beta) = -2.32 / -1.77 eV
ΔE to the lowest compared entry with this formula, charge and spin = 34.26 kcal/mol
E_tot = -2252.1568 Eh
Expectation value of S² = 1.0910

***

# 3
The following is a quantum chemistry calculation of a structure of composition C24H20Cl2N2O5PdS2, from the Open Molecules 2025 dataset.

```
! wB97M-V def2-TZVPD RIJCOSX def2/J DEFGRID3
* xyz 2 1
Pd 1.04 -0.89 1.84
C 3.53 -0.55 -0.86
C 3.87 -0.46 0.59
N 3.06 -0.59 1.62
C 3.73 -0.54 2.83
C 5.07 -0.35 2.72
S 5.49 -0.24 1.07
C 2.92 -0.73 4.01
C 3.27 -0.73 5.32
S 1.90 -1.07 6.28
C 0.91 -1.20 4.90
N 1.58 -0.99 3.78
C -0.54 -1.53 5.03
H 2.47 -0.43 -1.02
H 3.82 -1.53 -1.24
H 4.08 0.20 -1.42
H 5.80 -0.28 3.50
H 4.24 -0.57 5.75
H -0.76 -1.86 6.04
H -0.82 -2.31 4.32
H -1.14 -0.64 4.82
Cl -5.79 1.65 -0.39
C -4.19 1.60 0.04
C -3.41 2.79 -0.11
C -2.12 2.75 0.25
C -1.51 1.51 0.83
O -0.41 1.56 1.30
C -2.35 0.26 0.87
C -1.83 -1.13 1.27
O -0.90 -1.24 2.17
C -3.65 0.36 0.52
H -3.89 3.68 -0.49
H -1.47 3.61 0.20
H -2.72 -1.73 1.54
H -4.32 -0.49 0.57
C -1.15 -1.00 -5.24
C -0.91 0.23 -4.41
C -1.49 1.45 -4.75
C -1.25 2.58 -4.00
Cl -2.00 4.08 -4.44
C -0.41 2.55 -2.90
C 0.17 1.33 -2.54
C -0.09 0.20 -3.29
O 0.49 -1.01 -2.90
C -0.38 -1.83 -2.17
C -0.41 -1.45 -0.69
O -1.53 -1.74 -0.10
O 0.55 -0.89 -0.16
H -1.46 -0.73 -6.25
H -1.95 -1.63 -4.82
H -0.25 -1.61 -5.31
H -2.13 1.51 -5.62
H -0.17 3.45 -2.37
H 0.85 1.28 -1.70
H -0.05 -2.87 -2.23
H -1.40 -1.78 -2.54
*
```

Calculated values
Gap between HOMO and LUMO = 4.124 eV
LUMO level = -9.53 eV
E_tot = -3256.3504 Eh